# 1
{
  "formula": "C6H13NO",
  "method": "ωB97M-V/def2-TZVPD",
  "symbols": ["O", "C", "N", "C", "C", "C", "C", "C", "H", "H", "H", "H", "H", "H", "H", "H", "H", "H", "H", "H", "H"],
  "coordinates": [[-1.716775, -3.208377, 1.182068], [-1.087636, -2.360262, 0.592679], [-1.633740, -1.027303, 0.799806], [-1.193380, 0.316686, 0.408027], [0.246606, 0.797955, 0.658055], [0.451904, 2.058303, -0.171957], [1.630887, 1.992730, -1.167206], [0.125998, -2.614543, -0.195492], [-2.381272, -1.054286, 1.469775], [-1.986857, 0.985808, 0.721507], [-1.405862, 0.338097, -0.681087], [0.883469, -0.008205, 0.339885], [0.506497, 0.837925, 1.721102], [0.875994, 2.867473, 0.430050], [-0.430385, 2.393694, -0.711265], [1.777205, 2.952706, -1.633225], [1.450003, 1.225183, -1.940164], [2.472780, 1.688933, -0.518885], [-0.094796, -2.728802, -1.263696], [0.597929, -3.571630, 0.061891], [0.911428, -1.882086, -0.101867]],
  "forces_ev_per_a": [[0.304, -1.065, -0.296], [-2.254, 2.733, 1.951], [1.803, -1.107, -0.202], [-0.689, -1.064, -1.633], [-1.133, -0.623, 0.015], [1.780, 0.963, -0.084], [-0.542, -1.666, 0.511], [1.100, -0.780, -1.140], [-0.008, -0.301, 0.077], [0.212, 0.338, 0.740], [0.754, 0.248, 0.096], [0.460, -0.162, -0.603], [-0.397, 0.630, -0.010], [-1.061, 0.160, 0.535], [-0.281, -0.007, 0.343], [0.283, 0.271, -0.138], [0.303, 0.263, 0.196], [0.120, 0.246, -0.834], [-0.199, 0.307, 0.118], [-0.517, 0.164, 0.320], [-0.038, 0.453, 0.038]],
  "relative_energy_ev": 1.205,
  "homo_ev": -9.2
}

=====

# 2
{
  "formula": "C7H11N",
  "method": "ωB97M-V/def2-TZVPD",
  "symbols": ["C", "C", "C", "C", "C", "C", "C", "N", "H", "H", "H", "H", "H", "H", "H", "H", "H", "H", "H"],
  "coordinates": [[-0.161618, -1.029704, 2.111589], [0.253317, 1.621864, -0.702426], [0.907360, -0.970216, 1.368753], [-0.389797, 0.298500, -0.999055], [-1.830221, 0.142146, -0.566921], [2.138219, -1.025933, 0.948980], [0.058341, -0.524111, -1.944999], [-2.467781, 0.822646, 0.274349], [-1.973431, 1.639505, 0.643147], [-1.114243, -1.367657, 1.708766], [-0.204573, -0.731476, 3.134163], [-2.316550, -0.751763, -0.946852], [0.354649, 1.714375, 0.388448], [1.248177, 1.674051, -1.149638], [-0.341054, 2.459182, -1.066148], [2.618117, -0.161539, 0.509439], [2.700350, -1.948480, 0.922360], [-0.567683, -1.288226, -2.379093], [1.088421, -0.573163, -2.254862]],
  "forces_ev_per_a": [[-0.829, -0.317, -1.198], [0.694, -0.656, 1.121], [0.595, -0.491, 1.501], [-1.643, 1.117, -1.570], [1.383, -0.414, 0.074], [-0.011, 0.391, -0.611], [0.043, -0.535, 0.441], [-0.660, 0.584, 0.280], [0.218, -0.257, -0.191], [0.117, 0.225, -0.113], [0.401, 0.117, 0.612], [-0.133, -0.126, -0.237], [0.096, 0.311, -0.176], [-0.095, 0.045, 0.060], [-0.128, -0.121, -0.065], [-0.042, 0.051, -0.201], [-0.027, -0.102, 0.277], [-0.180, -0.308, 0.263], [0.202, 0.487, -0.266]],
  "relative_energy_ev": 3.598,
  "homo_ev": -9.3
}

=====

# 3
{
  "formula": "C17H45N4OSi4V",
  "method": "ωB97M-V/def2-TZVPD",
  "symbols": ["V", "N", "C", "C", "C", "N", "H", "H", "H", "H", "H", "H", "H", "H", "H", "H", "C", "Si", "C", "C", "Si", "Si", "C", "C", "C", "Si", "C", "C", "C", "H", "H", "H", "H", "H", "H", "H", "H", "H", "H", "H", "H", "H", "H", "H", "H", "H", "H", "H", "H", "H", "H", "H", "H", "H", "H", "H", "N", "C", "N", "C", "C", "O", "C", "C", "H", "H", "H", "H", "H", "H", "H", "H"],
  "coordinates": [[-0.245663, 0.888820, -1.519535], [-0.509567, 3.009867, -1.939910], [0.699696, 3.879360, -1.998851], [1.824550, 3.287863, -2.833764], [2.489940, 2.052023, -2.243714], [1.668706, 0.840086, -2.462993], [-0.975235, 3.067806, -2.846259], [-1.164800, 3.428731, -1.283518], [1.035793, 4.021840, -0.971211], [0.422361, 4.857884, -2.395881], [2.586699, 4.061354, -2.945016], [1.467920, 3.075749, -3.848908], [2.597911, 2.163037, -1.162234], [3.488488, 1.923538, -2.667283], [2.137244, 0.039465, -2.041209], [1.636218, 0.635392, -3.461081], [2.081630, -1.023598, 3.286349], [1.971658, -0.695973, 1.440403], [3.633867, -0.027338, 0.839005], [1.699532, -2.345151, 0.555153], [0.233542, 0.794909, 0.934607], [-1.812942, -0.097893, 1.658016], [-3.101839, 0.638584, 0.475428], [-1.885267, -1.978648, 1.493654], [-2.345676, 0.307503, 3.413277], [0.564404, 2.817797, 2.077932], [-0.782436, 4.060952, 1.569715], [0.498664, 2.640269, 3.946910], [2.266652, 3.555347, 1.717097], [2.819736, -1.798154, 3.507584], [1.119236, -1.348523, 3.686621], [2.374102, -0.121475, 3.826426], [4.449011, -0.560660, 1.334149], [3.759271, 1.035381, 1.050469], [3.770317, -0.172421, -0.236952], [2.612248, -2.945928, 0.568550], [1.405356, -2.199599, -0.487500], [0.911766, -2.923983, 1.040645], [-2.833691, 0.448045, -0.573474], [-3.169069, 1.721035, 0.612791], [-4.101353, 0.224655, 0.628182], [-1.466409, -2.338531, 0.552702], [-2.921582, -2.319332, 1.568115], [-1.325253, -2.454804, 2.301704], [-2.518105, 1.376223, 3.553002], [-1.591948, -0.006836, 4.137610], [-3.276313, -0.214036, 3.651388], [-1.425793, 4.277779, 2.425033], [-1.440244, 3.679907, 0.785221], [-0.360609, 5.012383, 1.237860], [-0.459573, 2.250845, 4.290434], [0.655671, 3.613126, 4.419692], [1.277643, 1.966417, 4.307050], [2.508495, 3.668076, 0.658576], [3.041039, 2.927290, 2.162507], [2.346258, 4.541947, 2.180909], [-0.735529, -0.968590, -1.823529], [-1.087078, -2.063739, -2.010329], [-1.465660, -3.287365, -2.206862], [-0.486758, -4.390159, -2.265660], [-1.013884, -5.451458, -3.217220], [-2.314865, -5.861773, -2.849480], [-3.231269, -4.787553, -2.911900], [-2.850824, -3.706432, -1.917239], [-0.366664, -4.802559, -1.260542], [0.468831, -3.994565, -2.606174], [-0.377932, -6.333897, -3.172777], [-1.015392, -5.067117, -4.245416], [-4.214071, -5.188377, -2.671491], [-3.256033, -4.371946, -3.927521], [-2.887583, -4.101834, -0.898450], [-3.507519, -2.841072, -1.990890]],
  "forces_ev_per_a": [[0.546, 0.653, 0.689], [-0.237, 0.049, -0.473], [0.012, -0.032, 0.137], [0.008, 0.021, -0.025], [0.027, 0.032, 0.093], [0.015, -0.032, -0.253], [-0.006, 0.100, 0.012], [0.022, -0.068, 0.062], [0.001, 0.004, -0.015], [0.021, -0.008, 0.026], [-0.021, 0.008, 0.009], [0.023, -0.005, -0.011], [0.048, 0.018, -0.022], [-0.026, 0.003, -0.013], [-0.015, 0.012, 0.059], [0.047, -0.009, 0.002], [0.032, 0.008, -0.040], [-0.073, -0.010, 0.022], [-0.029, -0.003, -0.004], [0.001, 0.007, 0.029], [0.013, 0.050, 0.224], [-0.073, 0.015, -0.039], [0.074, -0.013, -0.039], [0.039, 0.025, 0.024], [0.016, -0.008, -0.030], [0.051, 0.012, 0.033], [0.002, -0.040, 0.016], [-0.012, -0.042, -0.030], [-0.036, -0.006, 0.002], [0.011, -0.010, -0.001], [-0.013, -0.009, -0.003], [0.006, 0.011, 0.009], [0.012, -0.017, -0.013], [0.002, 0.005, 0.016], [-0.020, 0.010, -0.019], [0.011, -0.006, 0.020], [0.034, 0.009, -0.028], [-0.025, -0.003, 0.006], [-0.018, -0.004, 0.013], [0.001, 0.010, 0.001], [-0.018, -0.006, 0.023], [-0.011, 0.015, -0.010], [-0.008, -0.006, 0.000], [0.008, 0.001, 0.008], [0.003, 0.005, -0.018], [0.002, -0.005, 0.009], [-0.012, 0.005, 0.001], [0.003, 0.017, 0.013], [-0.001, -0.016, -0.008], [0.014, 0.005, -0.017], [-0.008, 0.005, -0.005], [0.005, 0.018, -0.003], [0.013, -0.006, 0.004], [-0.022, -0.004, -0.017], [0.011, 0.001, 0.006], [-0.004, 0.013, -0.001], [-0.563, -0.608, -0.616], [0.160, -0.165, 0.182], [-0.033, 0.003, 0.002], [0.010, 0.001, -0.049], [0.020, -0.011, -0.004], [0.016, 0.012, 0.028], [-0.009, 0.010, -0.018], [-0.018, -0.028, 0.060], [0.003, -0.008, -0.009], [0.001, -0.015, 0.001], [-0.001, 0.012, -0.012], [-0.004, 0.009, 0.017], [0.010, -0.005, 0.007], [-0.011, 0.005, 0.013], [-0.034, 0.014, -0.010], [0.011, -0.005, -0.020]],
  "spin_multiplicity": 2,
  "charge": 1,
  "homo_ev": [-9.8, -9.3]
}

=====

# 4
{
  "formula": "C4H4BrCl2N2",
  "method": "ωB97M-V/def2-TZVPD",
  "symbols": ["C", "C", "C", "C", "N", "N", "Cl", "Cl", "Br", "H", "H", "H", "H"],
  "coordinates": [[0.413246, -1.116997, -0.425628], [-0.633469, 0.198885, -2.080794], [0.265095, -0.249030, 0.799414], [-1.021576, 0.561861, 0.828786], [0.026045, -0.794330, -1.586728], [-1.651520, 0.597668, -1.407054], [-0.143282, 0.777709, -3.655601], [-0.993917, 2.231280, 1.091295], [-2.639697, -0.281393, 1.342978], [0.940442, -2.106367, -0.226426], [0.281534, -0.815701, 1.806626], [0.960562, 0.500154, 0.868265], [-2.192709, 1.353633, -1.554790]],
  "forces_ev_per_a": [[0.381, -0.892, -0.444], [-2.598, 2.919, -0.633], [-2.889, -0.510, 1.503], [-1.753, -0.582, -0.737], [3.080, -3.850, 1.212], [3.403, -2.925, 2.027], [-0.238, -0.205, 0.990], [0.302, -0.520, -0.105], [0.879, 0.200, 0.036], [-0.889, 1.213, -0.619], [-0.017, 0.509, -1.763], [2.507, 1.501, -0.048], [-2.169, 3.142, -1.419]],
  "charge": 1,
  "relative_energy_ev": 2.082,
  "homo_ev": -14.6
}

=====

# 5
{
  "formula": "C8H12AsCuF6N2O2",
  "method": "ωB97M-V/def2-TZVPD",
  "symbols": ["Cu", "As", "F", "F", "F", "F", "F", "F", "O", "H", "O", "H", "N", "C", "C", "C", "C", "H", "H", "H", "H", "H", "N", "C", "C", "C", "C", "H", "H", "H", "H", "H"],
  "coordinates": [[-1.985212, 0.169225, 1.717028], [-0.622874, -6.054116, 0.267032], [-1.415391, -4.987920, 1.576527], [-0.357206, -4.572582, -0.721890], [0.035267, -7.137740, -1.007774], [-0.932691, -7.467444, 1.341504], [-2.299539, -6.298713, -0.450296], [1.020910, -5.813888, 0.941934], [-0.726964, 3.367859, 3.694562], [-0.554042, 4.230421, 4.119535], [-5.268191, -0.508650, 3.938433], [-5.180852, -1.461541, 4.135705], [-4.094751, 1.487019, -2.670685], [-2.964389, 0.693810, -2.710402], [-1.917359, 1.502143, -2.229181], [-2.419117, 2.745439, -2.117730], [-3.746596, 2.767183, -2.298954], [-5.049449, 1.331791, -2.961486], [-3.106584, -0.360228, -2.897978], [-0.909882, 1.137155, -2.094383], [-1.845213, 3.582276, -1.747942], [-4.416635, 3.613893, -2.321621], [3.913102, 2.140217, 1.047330], [4.193927, 0.880832, 0.648264], [5.415951, 0.887685, -0.013514], [5.940558, 2.183621, 0.028900], [4.995741, 2.944342, 0.684392], [3.048557, 2.378265, 1.512096], [3.499832, 0.058772, 0.742342], [5.849670, 0.041477, -0.525620], [6.894968, 2.496632, -0.368006], [5.004457, 4.022766, 0.741875]],
  "forces_ev_per_a": [[-0.603, 0.271, 0.730], [-1.531, 0.442, 0.698], [1.333, -1.365, -1.784], [-0.354, -1.518, 0.700], [-0.498, 1.118, 1.148], [0.573, 1.265, -1.055], [2.078, 0.411, 0.680], [-1.560, -0.360, -0.452], [0.272, 0.188, 0.063], [-0.152, -0.517, -0.423], [0.457, -0.484, -0.288], [0.026, 0.571, -0.180], [-0.241, 1.014, -0.231], [-0.638, 0.491, 1.068], [0.073, -4.068, -1.710], [1.164, 3.577, 1.925], [-0.970, -0.431, -0.943], [0.434, -0.752, -0.005], [0.422, 0.066, -0.014], [-0.021, 0.228, 0.006], [-0.042, 0.140, -0.122], [-0.143, -0.319, 0.126], [1.138, 0.560, -0.334], [0.666, -0.742, -1.076], [-0.604, -1.121, 0.202], [-0.706, 0.246, 0.443], [-0.347, 0.492, -0.145], [0.275, 0.407, 0.013], [0.003, 0.176, 0.214], [-0.003, -0.064, 0.219], [-0.194, 0.197, 0.020], [-0.308, -0.121, 0.504]],
  "charge": -2,
  "relative_energy_ev": 5.913,
  "homo_ev": -1.6
}

=====

One value per record, in order, for electronic energy: -366.38961 -327.95577 -3070.81104 -3758.35249 -5047.39294 hartree.